(1)
14
Properties=species:S:1:pos:R:3 method="wB97M-V/def2-TZVPD" largest_force_ev_per_a=6.7 total_charge=0 homo_lumo_gap_ev="5.5 / 7.6" multiplicity=3 de_lowest_kcal_mol=29.6 e_tot_ev=-19092.071
S 1.13 1.08 1.30
C 1.30 -1.31 -1.15
H -0.21 2.24 3.01
N 0.57 -0.06 -1.11
C 0.06 0.48 0.01
C -0.09 -1.55 -1.62
N -1.19 0.74 0.21
H -0.86 -1.87 -0.94
H -0.30 -1.50 -2.67
C -1.39 1.42 1.36
C -0.28 1.71 2.08
H -2.41 1.67 1.62
H 1.61 -1.74 -0.20
H 2.08 -1.32 -1.90

***

(2)
15
Properties=species:S:1:pos:R:3 method="wB97M-V/def2-TZVPD" largest_force_ev_per_a=4.4 total_charge=+1 homo_lumo_gap_ev=8.6 de_lowest_kcal_mol=154.4 e_tot_ev=-11785.166
C 2.08 1.88 0.83
H 3.12 1.94 0.34
C -1.64 -0.39 -1.17
H 1.30 2.72 0.51
O 0.04 0.87 0.06
N -0.83 0.14 -0.53
C -2.69 -1.07 -1.82
H -3.21 -0.34 -2.61
C 1.58 -0.53 1.40
H -3.44 -1.18 -1.12
H -2.25 -2.15 -2.10
H 2.22 2.04 1.88
N 1.26 -1.68 1.71
C 1.39 0.53 0.74
N 1.06 -2.78 1.88

***

(3)
16
Properties=species:S:1:pos:R:3 method="wB97M-V/def2-TZVPD" largest_force_ev_per_a=4.4 total_charge=+1 homo_lumo_gap_ev="8.9 / 5.7" de_lowest_kcal_mol=108.0 e_tot_ev=-13834.285
C -0.47 1.58 -0.14
H 0.56 -1.61 -0.27
C -2.07 0.17 -1.13
N 1.69 0.49 0.38
H -3.08 0.00 -1.66
H 1.98 1.43 0.46
O 3.40 -2.37 2.35
C -1.74 1.39 -0.53
N -0.05 -0.78 -0.37
O 1.79 -0.92 1.82
N 2.39 -1.81 2.30
H -2.43 2.17 -0.79
C -1.17 -0.90 -1.11
H -1.25 -1.86 -1.39
C 0.44 0.45 0.04
H 0.01 2.58 0.03

***

(4)
18
Properties=species:S:1:pos:R:3 method="wB97M-V/def2-TZVPD" largest_force_ev_per_a=5.3 total_charge=-1 homo_lumo_gap_ev="5.0 / 6.0" multiplicity=3 de_lowest_kcal_mol=0.0 e_tot_ev=-17938.666
O 1.56 -2.02 -0.83
N 0.50 -0.06 -0.35
H -1.51 1.95 0.30
C -0.58 0.39 0.41
H 1.45 0.20 -2.19
H 2.67 0.63 -0.18
N 1.14 0.75 -1.32
N 2.22 1.36 -0.67
C -0.73 -0.65 1.36
C -2.08 0.01 -0.43
O -2.22 -1.10 -0.86
O -2.85 0.96 -0.29
H -0.26 -2.70 1.18
O -0.67 1.72 0.75
C 0.04 -1.67 0.99
C 0.73 -1.36 -0.17
H 1.88 2.08 0.05
H -1.29 -0.49 2.24